No. 1
# C4H9N2

A molecular structure, C4H9N2 in a non-equilibrium geometry (ωB97M-V with the def2-TZVPD basis set, the OMol25 dataset).

```
! wB97M-V def2-TZVPD RIJCOSX def2/J DEFGRID3
* xyz 1 1
C -2.11 0.35 0.08
C 1.36 -0.75 -0.22
C -0.13 -1.10 0.15
C 0.57 1.31 -0.21
N 1.59 0.55 0.34
N -0.87 0.09 0.00
H -2.43 1.32 -0.03
H -2.84 -0.35 0.30
H 2.08 -1.56 0.07
H 1.32 -0.69 -1.41
H -0.53 -1.93 -0.58
H -0.36 -1.53 1.16
H 0.10 2.08 0.41
H 0.28 1.26 -1.31
H 1.96 0.94 1.25
*
```

The molar mass is 85.1 u. As for the HOMO energy: -14.7 eV. Its frontier orbital gap is 10.6 eV. The value obtained for the LUMO energy is -4.081 eV. The value obtained for the energy above the lowest of the compared OMol25 structures with the same formula, charge and spin is 299.5 kJ/mol. Its electronic energy is -266.98521 Eh.

Results of the Löwdin charge analysis, in e, for atoms 1 through 4: 0.145, -0.163, -0.173, 0.005


No. 2
# C4H9N2

2 unconnected molecules or ions with the total composition C4H9N2 in a non-equilibrium geometry (ωB97M-V with the def2-TZVPD basis set, the OMol25 dataset).

```
! wB97M-V def2-TZVPD RIJCOSX def2/J DEFGRID3
* xyz 1 1
C 2.63 0.38 -0.41
C 1.99 0.42 0.70
C -1.37 0.80 0.29
C -0.01 -0.87 -0.89
N -0.24 0.20 0.13
N -2.54 0.71 -0.28
H 3.67 0.60 -0.25
H 2.26 0.16 -1.44
H -1.15 1.39 1.16
H -0.57 -1.78 -0.48
H -0.37 -0.56 -1.86
H 0.96 -1.20 -0.92
H 1.79 0.56 1.76
H -3.32 1.08 0.21
H -2.93 -0.11 -0.85
*
```

The molar mass is 85.1 u. As for the HOMO energy: -14.0 eV. Its frontier orbital gap is 8.7 eV. The value obtained for the LUMO energy is -5.297 eV. The value obtained for the energy above the lowest of the compared OMol25 structures with the same formula, charge and spin is 478.5 kJ/mol. Its electronic energy is -266.91705 Eh.

Results of the Löwdin charge analysis, in e, for atoms 1 through 4: 0.032, 0.223, -0.276, -0.093


No. 3
# C4H9N2

2 unconnected molecules or ions with the total composition C4H9N2 in a non-equilibrium geometry (ωB97M-V with the def2-TZVPD basis set, the OMol25 dataset).

```
! wB97M-V def2-TZVPD RIJCOSX def2/J DEFGRID3
* xyz 1 1
C -3.30 0.12 -0.27
C 0.19 -0.80 0.20
C 1.64 -1.01 0.41
C 0.46 1.47 -0.47
N -0.32 0.32 -0.18
N -4.16 -0.59 -0.03
H -0.40 -1.53 0.51
H 1.70 -1.15 1.49
H 2.17 -0.05 0.06
H 1.89 -1.90 -0.14
H 0.04 2.49 -0.44
H 1.34 1.45 0.14
H 0.77 1.39 -1.51
H -4.95 -1.05 0.41
H -1.42 0.36 -0.22
*
```

The molar mass is 85.1 u. As for the HOMO energy: -16.1 eV. Its frontier orbital gap is 12.1 eV. The value obtained for the LUMO energy is -4.023 eV. The value obtained for the energy above the lowest of the compared OMol25 structures with the same formula, charge and spin is 258.7 kJ/mol. Its electronic energy is -267.00077 Eh.

Results of the Löwdin charge analysis, in e, for atoms 1 through 4: 0.004, -0.059, 0.003, -0.044


No. 4
# C4H9N2

A gas-phase ion, C4H9N2 (charge +1) in a non-equilibrium geometry (ωB97M-V with the def2-TZVPD basis set, the OMol25 dataset).

```
! wB97M-V def2-TZVPD RIJCOSX def2/J DEFGRID3
* xyz 1 1
C -0.70 0.22 0.49
C 1.51 -0.28 0.31
C -0.75 -1.22 0.21
C 0.94 1.51 -0.95
N -1.82 -1.88 0.32
N 0.62 0.55 -0.02
H -1.43 0.78 0.06
H -0.74 0.21 1.56
H 1.42 -0.96 1.32
H 2.46 -0.24 -0.17
H 0.07 1.61 -1.57
H 1.10 2.47 -0.55
H 1.81 1.37 -1.69
H -1.80 -2.80 0.21
H -2.69 -1.34 0.48
*
```

The molar mass is 85.1 u. As for the HOMO energy: -12.8 eV. Its frontier orbital gap is 8.4 eV. The value obtained for the LUMO energy is -4.340 eV. The value obtained for the energy above the lowest of the compared OMol25 structures with the same formula, charge and spin is 455.9 kJ/mol. Its electronic energy is -266.92566 Eh.

Results of the Löwdin charge analysis, in e, for atoms 1 through 4: -0.107, 0.135, -0.105, -0.028


No. 5
# C4H9N2

2 unconnected molecules or ions with the total composition C4H9N2 in a non-equilibrium geometry (ωB97M-V with the def2-TZVPD basis set, the OMol25 dataset).

```
! wB97M-V def2-TZVPD RIJCOSX def2/J DEFGRID3
* xyz 1 1
C 2.17 -0.71 0.79
C -0.92 -0.88 -0.29
C -0.33 1.55 -1.05
C -0.08 0.35 -0.13
N 2.35 0.66 0.17
N 1.18 0.18 0.17
H 2.61 -1.54 0.17
H 2.03 -0.77 1.91
H -0.23 -1.67 -0.53
H -1.41 -1.13 0.65
H -1.66 -0.57 -1.00
H -0.24 1.25 -2.12
H 0.39 2.25 -0.90
H -1.41 1.85 -0.99
H -0.49 1.30 1.29
*
```

The molar mass is 85.1 u. As for the HOMO energy (spin up / spin down): -15.3 / -15.1 eV. Its frontier orbital gap (spin up / spin down) is 8.6 / 8.3 eV. The value obtained for the LUMO energy (spin up / spin down) is -6.751 / -6.752 eV. The value obtained for the energy above the lowest of the compared OMol25 structures with the same formula, charge and spin is 705.4 kJ/mol. Its electronic energy is -266.83060 Eh.

Results of the Löwdin charge analysis, in e, for atoms 1 through 4: 0.037, 0.009, -0.038, -0.372


No. 6
# C4H9N2

A gas-phase ion, C4H9N2 (charge +1) in a non-equilibrium geometry (ωB97M-V with the def2-TZVPD basis set, the OMol25 dataset).

```
! wB97M-V def2-TZVPD RIJCOSX def2/J DEFGRID3
* xyz 1 1
C 0.29 1.82 1.01
C -0.68 2.09 0.20
C 0.74 -1.34 0.57
C -0.34 -0.51 -0.10
N -0.59 -0.86 -1.44
N 0.17 0.94 -0.16
H 0.92 1.92 1.86
H -1.52 2.59 -0.20
H 1.65 -1.33 -0.01
H 0.40 -2.37 0.66
H 0.95 -0.97 1.58
H -1.25 -0.46 0.52
H -1.55 -0.98 -1.71
H -0.01 -1.60 -1.81
H 0.82 1.04 -0.95
*
```

The molar mass is 85.1 u. The SMILES is C[C@H](N)[NH+]1C=C1. As for the HOMO energy: -14.4 eV. Its frontier orbital gap is 10.6 eV. The value obtained for the LUMO energy is -3.840 eV. The value obtained for the energy above the lowest of the compared OMol25 structures with the same formula, charge and spin is 327.8 kJ/mol. Its electronic energy is -266.97443 Eh.

Results of the Löwdin charge analysis, in e, for atoms 1 through 4: 0.119, 0.125, -0.021, -0.396


No. 7
# C4H9N2

A gas-phase ion, C4H9N2 (charge +1) in a non-equilibrium geometry (ωB97M-V with the def2-TZVPD basis set, the OMol25 dataset).

```
! wB97M-V def2-TZVPD RIJCOSX def2/J DEFGRID3
* xyz 1 1
C 1.49 0.47 0.33
C -1.29 1.11 0.89
C 0.80 -1.84 0.01
C -0.41 -0.12 -1.02
N 0.65 -0.53 -0.21
N -1.29 0.80 -0.36
H 2.14 0.26 1.08
H 1.45 1.46 0.05
H -0.53 0.60 1.51
H -1.71 1.92 1.46
H 1.57 -2.39 0.64
H 0.02 -2.52 -0.33
H 0.03 0.32 -1.92
H -1.10 -1.07 -1.14
H -1.81 1.51 -0.98
*
```

The molar mass is 85.1 u. As for the HOMO energy (spin up / spin down): -11.3 / -11.4 eV. Its frontier orbital gap (spin up / spin down) is 6.0 / 6.1 eV. The value obtained for the LUMO energy (spin up / spin down) is -5.288 / -5.340 eV. The value obtained for the energy above the lowest of the compared OMol25 structures with the same formula, charge and spin is 522.1 kJ/mol. Its electronic energy is -266.90045 Eh.

Results of the Löwdin charge analysis, in e, for atoms 1 through 4: 0.031, 0.176, 0.064, -0.143


No. 8
# C4H9N2

2 unconnected molecules or ions with the total composition C4H9N2 in a non-equilibrium geometry (ωB97M-V with the def2-TZVPD basis set, the OMol25 dataset).

```
! wB97M-V def2-TZVPD RIJCOSX def2/J DEFGRID3
* xyz 1 1
C 2.78 -0.16 -0.49
C 3.04 0.13 0.68
C -2.40 0.19 -0.15
C -0.91 -0.07 -0.04
N -0.12 1.02 -0.06
N -0.41 -1.27 0.09
H 2.51 -0.04 -1.47
H -2.76 0.82 0.83
H -2.98 -0.67 -0.20
H -2.70 0.68 -1.07
H 0.94 0.70 -0.19
H -0.28 2.01 0.01
H 0.60 -1.23 -0.08
H 3.44 -0.02 1.59
H -0.74 -2.09 0.53
*
```

The molar mass is 85.1 u. As for the HOMO energy: -15.1 eV. Its frontier orbital gap is 11.4 eV. The value obtained for the LUMO energy is -3.688 eV. The value obtained for the energy above the lowest of the compared OMol25 structures with the same formula, charge and spin is 309.5 kJ/mol. Its electronic energy is -266.98139 Eh.

Results of the Löwdin charge analysis, in e, for atoms 1 through 4: 0.024, 0.091, 0.011, -0.384


No. 9
# C4H9N2

A gas-phase ion, C4H9N2 (charge +1) in a non-equilibrium geometry (ωB97M-V with the def2-TZVPD basis set, the OMol25 dataset).

```
! wB97M-V def2-TZVPD RIJCOSX def2/J DEFGRID3
* xyz 1 1
C 0.88 -1.09 -0.80
C 0.57 -0.22 -0.04
C 1.28 -2.12 -1.72
C 0.21 0.79 0.90
N -0.15 0.38 2.13
N -1.21 1.56 0.10
H 2.36 -2.12 -1.83
H 0.83 -1.94 -2.70
H 0.96 -3.10 -1.35
H 0.86 1.67 0.89
H -0.18 1.01 2.91
H -0.55 -0.53 2.26
H -0.92 1.87 -0.83
H -1.95 0.87 0.00
H -1.55 2.36 0.63
*
```

The molar mass is 85.1 u. The SMILES is CC#C[C@H](N)[NH3+]. As for the HOMO energy: -14.2 eV. Its frontier orbital gap is 11.0 eV. The value obtained for the LUMO energy is -3.284 eV. The value obtained for the energy above the lowest of the compared OMol25 structures with the same formula, charge and spin is 207.1 kJ/mol. Its electronic energy is -267.02039 Eh.

Results of the Löwdin charge analysis, in e, for atoms 1 through 4: -0.037, 0.000, -0.064, -0.299